DFT (ωB97M-V/def2-TZVPD) results for a molecular structure, C41H103Li2N5O6 in a non-equilibrium geometry.

The geometry in XYZ format:
```
157
Properties=species:S:1:pos:R:3
Li 11.56 -4.10 -15.11
Li 14.43 -3.66 -17.25
C 13.66 -2.15 -14.62
O 13.28 -3.03 -15.61
H 13.04 -2.39 -13.75
H 14.69 -2.23 -14.26
H 13.62 -1.08 -14.84
C 8.91 0.71 -19.37
C 10.48 1.05 -19.29
N 11.05 0.93 -17.85
C 12.63 1.25 -18.06
C 10.42 1.91 -16.79
C 11.30 2.06 -15.55
C 10.94 -0.57 -17.32
C 11.53 -1.75 -18.11
O 10.99 -1.87 -19.42
C 11.65 -2.73 -20.21
H 8.24 1.53 -19.12
H 8.64 -0.28 -19.00
H 8.63 0.51 -20.41
H 10.80 2.03 -19.63
H 10.97 0.30 -19.91
H 13.21 1.21 -17.14
H 12.50 2.29 -18.36
H 13.06 0.62 -18.84
H 9.42 1.52 -16.56
H 10.34 2.87 -17.30
H 10.65 2.61 -14.87
H 12.15 2.75 -15.50
H 11.53 1.10 -15.09
H 9.87 -0.78 -17.38
H 11.35 -0.54 -16.31
H 11.27 -2.72 -17.68
H 12.60 -1.59 -18.21
H 12.74 -2.78 -20.20
H 11.35 -2.47 -21.23
H 11.26 -3.75 -20.20
C 15.72 4.46 -11.15
C 15.33 4.74 -12.62
N 16.03 3.84 -13.66
C 17.62 3.95 -13.44
C 15.74 2.30 -13.37
C 14.24 1.93 -13.19
C 15.55 4.26 -15.07
C 15.34 5.82 -15.27
O 14.11 6.13 -14.77
C 13.72 7.49 -14.74
H 16.73 4.70 -10.83
H 15.60 3.40 -10.93
H 15.12 5.18 -10.59
H 15.71 5.74 -12.84
H 14.29 4.65 -12.92
H 17.85 3.53 -12.46
H 18.01 4.96 -13.48
H 17.99 3.24 -14.18
H 16.35 1.92 -12.56
H 16.14 1.87 -14.29
H 13.66 2.32 -14.03
H 13.77 2.48 -12.38
H 14.18 0.85 -13.11
H 14.65 3.69 -15.27
H 16.31 4.01 -15.81
H 15.21 5.98 -16.34
H 16.23 6.35 -14.94
H 14.45 8.17 -14.31
H 12.84 7.55 -14.10
H 13.39 7.70 -15.76
C 17.20 -5.59 -8.10
C 16.18 -5.96 -9.22
N 15.54 -7.35 -8.98
C 16.71 -8.39 -9.16
C 14.87 -7.62 -7.66
C 13.78 -6.68 -7.25
C 14.48 -7.78 -10.05
C 14.74 -7.45 -11.54
O 14.18 -6.14 -11.74
C 14.20 -5.74 -13.11
H 16.89 -5.48 -7.06
H 17.83 -4.70 -8.14
H 17.87 -6.44 -7.99
H 16.51 -5.85 -10.25
H 15.32 -5.31 -9.04
H 17.02 -8.70 -8.16
H 17.61 -8.09 -9.71
H 16.40 -9.33 -9.63
H 15.64 -7.52 -6.89
H 14.48 -8.64 -7.66
H 14.14 -5.65 -7.24
H 13.59 -6.83 -6.18
H 12.87 -6.50 -7.82
H 13.46 -7.42 -9.90
H 14.44 -8.86 -9.95
H 14.16 -8.10 -12.19
H 15.78 -7.40 -11.87
H 14.37 -6.61 -13.75
H 15.04 -5.07 -13.30
H 13.31 -5.31 -13.58
C 17.47 -3.02 -13.45
C 17.55 -3.68 -14.80
N 19.00 -3.80 -15.48
C 18.65 -4.39 -16.85
C 19.73 -2.45 -15.57
C 19.12 -1.25 -16.34
C 19.95 -4.75 -14.64
C 19.35 -6.11 -14.23
O 18.94 -6.82 -15.40
C 18.59 -8.19 -15.18
H 17.79 -1.99 -13.34
H 18.09 -3.56 -12.74
H 16.48 -2.93 -13.00
H 16.97 -3.20 -15.59
H 17.04 -4.65 -14.84
H 19.59 -4.74 -17.29
H 18.20 -3.63 -17.49
H 17.89 -5.17 -16.76
H 20.64 -2.71 -16.12
H 19.98 -2.24 -14.53
H 18.91 -1.61 -17.34
H 19.86 -0.46 -16.48
H 18.21 -0.81 -15.92
H 20.12 -4.13 -13.76
H 20.86 -4.89 -15.23
H 18.61 -6.15 -13.43
H 20.27 -6.49 -13.79
H 19.24 -8.66 -14.45
H 18.48 -8.69 -16.13
H 17.63 -8.01 -14.69
C 11.15 -1.01 -11.90
C 10.65 -0.29 -10.58
N 9.48 0.80 -10.66
C 8.26 -0.09 -11.17
C 9.27 1.41 -9.25
C 7.95 2.05 -8.90
C 9.77 1.95 -11.59
C 11.13 2.73 -11.45
O 11.34 3.20 -12.73
C 11.12 4.62 -12.83
H 10.84 -2.05 -11.88
H 12.24 -1.00 -12.01
H 10.92 -0.58 -12.87
H 11.52 0.20 -10.13
H 10.28 -0.99 -9.83
H 8.46 -0.41 -12.20
H 7.43 0.59 -11.01
H 8.07 -0.96 -10.54
H 10.12 2.07 -9.09
H 9.55 0.60 -8.57
H 7.72 2.90 -9.55
H 7.79 2.50 -7.92
H 7.16 1.32 -9.04
H 8.93 2.63 -11.51
H 9.72 1.54 -12.60
H 11.99 2.09 -11.29
H 11.01 3.46 -10.65
H 10.04 4.80 -12.85
H 11.53 4.97 -13.77
H 11.63 5.17 -12.04
```

Computed properties:
HOMO level (alpha / beta) ... -13.14 / -18.81 eV
Multiplicity ... 2
Total charge ... +5
Calculated total energy ... -64276.955 eV